The following is a quantum chemistry calculation of a molecular structure, C9H18Cl2FeN3O4PYb in a non-equilibrium geometry, from the Open Molecules 2025 dataset.

Properties
HOMO level (spin up / spin down) ... -21.34 / -21.30 eV
⟨S²⟩ ... 12.024
Energy ... -4501.529407 hartree
Charge ... +4
Multiplicity ... 7
LUMO level (spin up / spin down) ... -13.32 / -15.96 eV

Atoms and positions in Å:
Yb -0.9386 3.3376 -5.6661
Fe 0.2993 1.2212 -1.3125
Cl -0.1101 2.4056 -3.2038
Cl -2.7670 1.9250 -6.1450
P -0.1130 -0.5980 1.1623
O -0.5400 5.1066 -9.5065
O -0.6711 -0.1190 -0.1408
O -2.9636 3.7641 -9.2948
O 3.5488 -0.0876 -1.3652
N 0.8992 0.5235 1.8544
N 0.8552 -1.9004 0.8584
N -1.2902 -0.8984 2.3231
C 0.7288 -2.5582 -0.4349
C 0.3687 1.8315 2.2478
C 2.7830 0.6945 -1.0327
C -2.4791 3.5459 -8.2648
C -0.4857 4.7362 -8.4041
C -2.5698 -1.4129 1.8452
C 1.3151 -2.8032 1.9138
C 2.2245 0.2337 2.3688
C -1.0740 -1.0030 3.7726
H -0.3703 1.7623 3.0661
H 0.4550 -3.3002 2.3925
H -2.8724 -0.9151 0.9111
H 1.2226 2.4254 2.6043
H -0.6332 -1.9570 4.0693
H 1.9063 -2.3146 2.6997
H -2.5667 -2.5034 1.6957
H 1.5665 -3.2567 -0.5759
H 2.8402 -0.2895 1.6313
H -0.2167 -3.1240 -0.5035
H 1.9365 -3.5752 1.4334
H 0.7334 -1.8323 -1.2616
H 2.1844 -0.3452 3.3005
H -0.4620 -0.1851 4.1569
H 2.7075 1.1944 2.5684
H -0.0660 2.3798 1.3947
H -2.0544 -0.9284 4.2491
H -3.3309 -1.1797 2.5927

Results of the natural (NBO) charge analysis, in e, for atoms 1 through 6: atom 1 (Yb): 2.118, atom 2 (Fe): 1.608, atom 3 (Cl): -0.717, atom 4 (Cl): -0.403, atom 5 (P): 2.415, atom 6 (O): -0.315